34
Properties=species:S:1:pos:R:3:mulliken_charge:R:1 method="wB97M-V/def2-TZVPD" multiplicity=1 e_above_lowest_kj_mol=119.4 max_force_ev_per_a=5.55 charge=+1
C 2.0090 3.6273 -0.6390 0.63
Cs 0.6089 0.4992 -2.7645 1.14
H 0.9952 -0.1140 3.7283 0.38
H -1.1587 -0.1470 2.5611 0.24
O 0.3436 -2.3835 -2.8088 -0.62
H 1.8636 -0.0910 2.1290 0.40
H 3.7452 4.3692 -1.2671 0.25
H 1.1415 1.2904 2.8300 0.32
C 0.9834 0.2209 2.6911 -1.50
H -1.2957 -2.1760 -1.0541 0.18
H -1.1451 -5.1281 -2.6583 0.19
N 1.2466 3.6212 0.3882 -0.32
N -0.1046 -1.7011 1.7559 -0.67
H 0.4493 0.7023 0.1875 0.21
H -0.2877 -2.2581 2.5782 0.30
H 3.3253 4.7453 0.4170 0.17
H -0.9035 -1.8820 1.1650 0.19
H 0.4634 -4.7654 -3.3941 0.26
O -1.3276 -0.1864 -0.3476 -0.35
H 1.4474 4.1637 1.2161 0.16
N 3.1454 4.2771 -0.4597 -0.39
O 1.5842 3.0358 -1.6633 -0.70
H -3.3099 -0.7308 -0.5853 0.34
H -0.8679 1.4818 0.8518 0.35
C -0.3742 -3.3030 -2.4651 0.53
N -0.3417 -4.5398 -2.8276 -0.40
C -0.2472 -0.3396 1.9953 0.60
C -2.6636 -0.0038 -0.0934 -0.93
H -2.9985 -0.1627 0.9316 0.33
N -1.2270 -3.0799 -1.4993 -0.30
H -1.9380 -3.7900 -1.3976 0.15
C -0.4830 0.4729 0.7034 -0.76
H -2.9716 0.9687 -0.4775 0.34
H 0.2939 3.3062 0.2732 0.23